C13H12Co2NO7 | wB97M-V/def2-TZVPD

CARTESIAN COORDINATES (ANGSTROEM)
1 C -1.66476 0.03527 -0.88618
2 C -1.32243 -0.28195 0.56092
3 N -0.14518 -1.27203 0.75787
4 C 0.74107 -1.62834 -0.45629
5 C 0.13307 -1.19699 -1.78250
6 O -0.47190 0.10667 -1.67603
7 H -2.37364 -0.72432 -1.27314
8 H -2.10031 1.04493 -0.93599
9 H -1.01364 0.65200 1.04073
10 H -2.17839 -0.70806 1.10261
11 H -0.60325 -2.17839 0.98296
12 H 1.70370 -1.12588 -0.33528
13 H 0.89526 -2.71992 -0.42709
14 H 0.93519 -1.06987 -2.52839
15 H -0.60636 -1.96476 -2.10970
16 O 0.08999 -0.08186 6.84275
17 C 0.70992 -0.95017 6.40950
18 Co 1.75110 -2.26484 5.82349
19 C 3.22604 -1.32836 5.44010
20 O 4.20682 -0.74208 5.26439
21 C 2.06085 -2.75257 7.49673
22 O 2.27035 -3.07321 8.58723
23 C 0.44169 -2.41186 4.16322
24 C 0.77919 -2.02756 2.91061
25 C 0.62871 -0.94019 1.96620
26 Co 1.74817 -3.40836 3.49523
27 C 3.26164 -2.97176 2.67831
28 O 4.32681 -2.69431 2.30151
29 C 1.60281 -5.08904 2.87188
30 O 1.57997 -6.22412 2.65781
31 C 2.57078 -3.99452 5.11956
32 O 3.19712 -4.88187 5.56499
33 H -0.60176 -2.57495 4.47965
34 H 1.62684 -0.57567 1.64547
35 H 0.16233 -0.07304 2.46077

The calculation puts the LUMO energy at -4.319 eV. Its net charge is +1. As for the energy: -104740.5380 eV. The calculation puts the largest force on an atom at 4.18 eV/A. The value obtained for the gap between HOMO and LUMO is 6.8 eV.